(1)
The following is a quantum chemistry calculation of a molecular structure, C23H52OP4Sc at a distorted geometry, from the Open Molecules 2025 dataset.

Gap between HOMO and LUMO (alpha / beta), eV: 2.438 / 5.192
E_LUMO (alpha / beta), eV: -12.907 / -10.253
Calculated total energy, eV: -84568.5127
Charge: +3

Last column: Löwdin charge in e.
Element x y z (Å)
Sc: -1.30336 -0.11552 0.07296  0.63
P: -2.26581 -2.44333 0.25890  0.72
P: 1.50046 -0.89207 1.69909  0.82
P: 1.26157 -2.40881 -1.26760  0.95
H: -1.60658 2.19547 -1.45507  0.05
C: -1.62766 1.11444 -1.64477  -0.20
C: -2.83378 0.38546 -1.32816  -0.22
H: -3.63934 0.97918 -0.85760  0.09
C: -3.78609 -1.89528 1.12260  -0.23
C: -1.49982 -3.65975 1.39433  -0.23
C: -2.84537 -3.43461 -1.16469  -0.22
C: 3.02127 0.15780 1.73371  -0.23
C: 1.12126 -0.74075 3.49700  -0.26
C: 2.37645 -2.49882 1.89356  -0.28
C: 0.71329 -2.56795 -3.01310  -0.23
C: 1.52876 -4.20158 -0.92674  -0.22
C: 3.04722 -2.05585 -1.59197  -0.21
H: -0.94111 0.80590 -2.42639  0.04
H: -3.19349 -0.42611 -1.99216  0.08
H: -4.20414 -0.99451 0.64688  0.04
H: -3.59359 -1.65639 2.17980  0.06
H: -4.52504 -2.70498 1.05044  0.08
H: -1.20663 -3.15702 2.32919  0.05
H: -0.58122 -4.06341 0.94343  0.01
H: -2.20086 -4.47956 1.61748  0.08
H: -3.32845 -2.76021 -1.89051  0.05
H: -3.56306 -4.20189 -0.82682  0.08
H: -1.98646 -3.90736 -1.67132  0.05
H: 3.70215 -0.21176 2.51340  0.08
H: 2.75695 1.19978 1.94473  0.05
H: 3.53693 0.12040 0.76802  0.03
H: 2.02487 -0.95651 4.08280  0.08
H: 0.35173 -1.47703 3.75310  0.05
H: 0.76150 0.25718 3.76486  0.03
H: 2.98425 -2.47881 2.81471  0.08
H: 3.04843 -2.70750 1.05224  0.02
H: 1.65609 -3.32395 1.98456  0.05
H: 0.70844 -3.62250 -3.34276  0.08
H: 1.36693 -1.98297 -3.68133  0.06
H: -0.31323 -2.17301 -3.07841  0.04
H: 1.60876 -4.70600 -1.89761  0.07
H: 0.68345 -4.61711 -0.36854  0.03
H: 2.45534 -4.35517 -0.35784  0.06
H: 3.26808 -2.35742 -2.62370  0.09
H: 3.73725 -2.54793 -0.89573  0.06
H: 3.22053 -0.98416 -1.53120  0.01
C: 2.26876 1.48139 -2.94908  -0.32
C: 3.21776 2.44011 -3.33126  -0.01
C: 3.47819 2.52500 -4.69089  -0.05
C: 2.68006 1.88320 -5.62269  -0.06
C: 1.57388 1.14169 -5.20120  -0.06
C: 1.28341 1.02818 -3.84113  -0.05
O: 2.45508 0.80558 -1.77772  -0.04
H: 3.36322 0.84347 -1.44856  0.10
H: 3.83933 2.89062 -2.56717  0.12
H: 4.35384 3.10938 -5.01690  0.13
H: 2.87797 1.95709 -6.68624  0.12
H: 0.91632 0.63249 -5.88989  0.11
H: 0.39163 0.53801 -3.46222  0.06
C: -1.94722 1.03240 3.85137  -0.12
C: -2.59130 1.69541 2.61801  -0.37
P: -1.44889 2.12606 1.25851  0.91
C: -2.15373 3.64066 0.47004  -0.36
C: -2.83788 4.65147 1.37895  -0.12
C: 0.17161 2.66398 1.88951  -0.39
C: 0.09657 3.84727 2.86044  -0.11
H: -1.52116 0.04038 3.61668  0.05
H: -2.69152 0.86825 4.65186  0.11
H: -1.14171 1.65682 4.27228  0.07
H: -3.36790 1.00598 2.20992  0.08
H: -3.15820 2.59292 2.92832  0.09
H: -1.32737 4.12693 -0.07356  0.11
H: -2.87169 3.31199 -0.29577  0.08
H: -2.29663 4.80843 2.30870  0.06
H: -2.90366 5.61797 0.87835  0.10
H: -3.86207 4.35538 1.61694  0.09
H: 0.68172 1.81298 2.37196  0.02
H: 0.80411 2.93165 1.01940  0.10
H: -0.64048 3.68657 3.66104  0.08
H: 1.06389 4.01566 3.35947  0.10
H: -0.15285 4.78664 2.34874  0.08

Force components x, y, z for each atom (eV/Å):
Sc 2.5 -0.6 1.6
P -0.5 -1.6 0.2
P 1.8 -0.3 1.3
P 2.7 -1.9 -1.7
H 0.2 -0.6 0.1
C -2.4 0.4 -1.2
C 0.1 1.6 -2.2
H 0.4 -0.4 0.0
C -0.2 0.1 0.0
C 0.1 0.1 0.1
C 0.0 0.2 -0.2
C -0.2 0.5 -0.8
C -0.9 0.1 0.1
C -0.2 -0.7 -0.4
C -1.3 0.9 -0.4
C -0.6 -0.2 1.1
C 0.4 1.0 0.7
H -0.2 -0.3 0.1
H 0.4 0.3 0.6
H 0.0 -0.4 0.1
H 0.0 -0.2 -0.3
H 0.1 0.3 0.2
H -0.2 -0.2 -0.2
H -0.5 0.1 0.2
H 0.3 0.3 0.0
H 0.0 -0.4 0.2
H 0.3 0.3 -0.2
H -0.4 0.1 0.3
H -0.3 0.0 -0.2
H 0.2 -0.2 -0.1
H 0.0 0.0 0.2
H -0.2 0.0 -0.3
H 0.1 0.1 0.2
H 0.0 -0.2 0.0
H -0.3 0.1 -0.4
H -0.2 0.1 0.3
H 0.2 0.1 0.0
H 0.0 0.5 0.4
H -0.4 0.0 0.4
H 0.2 -0.2 -0.5
H 0.0 0.2 0.3
H 0.3 -0.3 -0.2
H -0.4 0.1 -0.1
H -0.2 -0.1 0.3
H -0.4 -0.1 -0.2
H 0.0 -0.4 -0.2
C 0.7 0.7 -1.0
C -0.2 -1.5 -0.1
C 0.5 1.2 -0.3
C -0.4 -0.5 -0.3
C -0.4 0.6 0.5
C 1.0 -0.1 0.2
O -1.3 0.0 1.7
H -0.1 0.8 -0.4
H 0.2 0.0 -0.1
H -0.7 -0.2 0.1
H 0.2 0.0 0.2
H 0.0 0.3 -0.3
H 0.5 -0.5 -0.3
C 0.1 -0.1 0.2
C -0.7 0.0 0.8
P -0.2 1.1 0.5
C 0.0 -0.2 -0.7
C -0.3 0.1 0.3
C 0.5 0.2 0.4
C 0.2 0.4 0.4
H -0.1 0.3 0.0
H 0.3 0.1 -0.5
H -0.3 -0.3 -0.1
H 0.4 0.4 0.1
H 0.3 -0.3 -0.1
H -0.1 -0.3 0.1
H 0.2 0.1 0.1
H -0.1 0.0 0.0
H 0.0 -0.1 -0.1
H 0.1 0.0 0.0
H -0.3 0.2 -0.2
H -0.4 -0.2 0.2
H 0.2 0.1 -0.3
H -0.3 -0.1 -0.3
H 0.1 -0.3 0.1



(2)
The following is a quantum chemistry calculation of 6 unconnected molecules or ions with the total composition C23H53BrN2O8PS5, from the Open Molecules 2025 dataset.

Gap between HOMO and LUMO, eV: 5.795
E_LUMO, eV: -3.996
Calculated total energy, eV: -177570.5151
Charge: +1

Last column: Löwdin charge in e.
Element x y z (Å)
C: 1.08454 4.72164 -2.01040  -0.05
C: 0.16518 3.58210 -2.48216  -0.23
O: -0.99347 3.38834 -1.63414  -0.20
P: -0.84944 2.79353 -0.17540  0.47
O: -2.04171 2.02216 0.21895  -0.26
C: 0.59737 1.70741 -0.06317  -0.17
C: 1.02687 1.50624 1.41989  -0.12
C: 0.76398 0.09245 1.85415  -0.11
C: -0.50124 -0.43140 1.73557  0.07
C: -0.78749 -1.75205 2.11547  -0.03
N: 0.15542 -2.54597 2.56958  0.13
N: 1.35230 -2.01042 2.67020  0.11
C: 1.74350 -0.77283 2.37918  -0.14
C: 3.17968 -0.44794 2.63204  -0.10
C: 4.15946 -1.27589 1.77485  -0.25
C: 3.71162 -1.42587 0.31096  -0.60
Br: 5.24330 -1.34432 -0.87588  0.70
O: -0.55416 4.02167 0.79544  -0.22
C: -1.36909 4.17469 1.99646  -0.25
C: -0.64212 5.14596 2.91301  -0.06
H: 0.67227 5.20809 -1.12907  0.07
H: 2.08718 4.34451 -1.80859  0.07
H: 1.16667 5.47242 -2.79335  0.08
H: -0.24976 3.84436 -3.45268  0.12
H: 0.70530 2.64682 -2.62395  0.10
H: 0.24419 0.76336 -0.47893  0.10
H: 1.44538 2.01176 -0.67505  0.09
H: 2.07653 1.77556 1.49249  0.11
H: 0.49230 2.19335 2.07429  0.11
H: -1.30783 0.19024 1.34600  0.12
H: -1.79916 -2.13386 2.03170  0.11
H: 2.07157 -2.65397 3.01779  0.15
H: 3.37671 -0.67624 3.68524  0.14
H: 3.35727 0.61675 2.52721  0.12
H: 4.36169 -2.24482 2.23341  0.11
H: 5.11172 -0.74676 1.78947  0.09
H: 3.05646 -0.60507 0.02744  0.05
H: 3.23667 -2.38922 0.15177  0.06
H: -2.34480 4.54414 1.69399  0.12
H: -1.47180 3.21415 2.49943  0.10
H: -0.65668 6.15471 2.50960  0.08
H: -1.11452 5.10802 3.89458  0.08
H: 0.38876 4.80726 3.02676  0.08
C: -4.14484 -5.77522 3.21333  -0.26
S: -4.09666 -4.22043 4.10673  0.83
O: -3.74021 -3.16405 3.11519  -0.56
C: -2.58798 -4.55395 5.01136  -0.27
H: -4.99858 -5.74202 2.54029  0.06
H: -3.22531 -5.89557 2.63994  0.06
H: -4.26893 -6.59453 3.92136  0.06
H: -1.78839 -4.74584 4.29703  0.02
H: -2.72676 -5.40935 5.67310  0.06
H: -2.35173 -3.67210 5.60396  0.06
C: 2.41422 -5.60519 6.08527  -0.26
S: 2.54818 -5.90296 4.32241  0.85
O: 3.09611 -4.64803 3.70989  -0.58
C: 0.79069 -5.88050 3.97967  -0.28
H: 3.42202 -5.53456 6.48846  0.06
H: 1.87808 -4.67195 6.25892  0.06
H: 1.89221 -6.44107 6.55012  0.06
H: 0.37162 -4.92501 4.29312  0.02
H: 0.30676 -6.70222 4.50823  0.06
H: 0.65275 -6.00673 2.90747  0.06
C: 7.73039 -1.25118 -4.00703  -0.27
S: 8.49368 -0.87080 -2.42395  0.73
O: 8.57322 0.60765 -2.32415  -0.55
C: 10.13108 -1.46687 -2.85860  -0.27
H: 6.69638 -0.91394 -3.96683  0.04
H: 8.25983 -0.72388 -4.80036  0.06
H: 7.75896 -2.32796 -4.17461  0.06
H: 10.49098 -0.92674 -3.73396  0.06
H: 10.08635 -2.53760 -3.05735  0.06
H: 10.78780 -1.27817 -2.01220  0.05
C: -4.16543 4.64384 -1.68527  -0.27
S: -4.07497 4.59701 -3.48057  0.79
O: -3.55428 5.91999 -3.91993  -0.56
C: -5.84354 4.59085 -3.75851  -0.28
H: -3.14853 4.69726 -1.30466  0.02
H: -4.72716 5.52642 -1.37800  0.06
H: -4.64408 3.73437 -1.32194  0.06
H: -6.28237 5.47631 -3.29641  0.06
H: -6.27260 3.68221 -3.34196  0.04
H: -6.01768 4.60267 -4.82993  0.04
C: -7.46458 0.65880 -7.46464  -0.27
S: -6.87440 0.86750 -5.78169  0.81
O: -6.97572 2.31774 -5.46715  -0.56
C: -5.14452 0.54258 -6.14363  -0.27
H: -8.53207 0.86787 -7.46859  0.05
H: -6.94781 1.36002 -8.11960  0.06
H: -7.29086 -0.36844 -7.78491  0.05
H: -4.79056 1.25305 -6.89062  0.06
H: -5.03591 -0.48088 -6.50279  0.05
H: -4.58384 0.66961 -5.21960  0.05

Force components x, y, z for each atom (eV/Å):
C -0.1 -0.4 -0.2
C 0.0 0.8 -0.5
O 0.8 -0.4 0.3
P -0.9 -0.2 0.0
O 0.0 0.0 0.2
C 0.2 0.2 0.0
C 0.2 0.0 -0.6
C 0.2 -0.1 0.3
C -0.5 0.0 0.0
C 0.2 0.4 -0.2
N -0.3 -0.2 0.0
N 0.6 -0.2 0.2
C -0.4 0.3 -0.2
C 0.1 -0.4 0.4
C 0.2 0.3 -0.2
C 0.3 0.0 0.5
Br -0.1 -0.1 0.0
O 0.0 -0.2 -0.1
C 0.5 0.5 0.2
C -0.2 -0.5 -0.2
H 0.1 0.0 0.1
H 0.0 0.1 0.2
H 0.0 0.0 0.0
H -0.2 -0.1 0.1
H -0.1 -0.1 0.2
H 0.0 0.0 -0.1
H 0.0 0.2 0.1
H 0.0 -0.1 0.2
H 0.0 0.0 0.1
H 0.1 0.0 0.0
H 0.1 -0.3 0.2
H -0.2 -0.4 0.1
H 0.0 0.1 0.0
H -0.1 0.0 -0.2
H -0.2 -0.1 -0.1
H 0.0 0.0 0.1
H -0.1 -0.1 -0.2
H -0.2 0.1 -0.2
H -0.1 -0.1 0.1
H -0.2 -0.1 -0.2
H 0.0 0.1 0.1
H 0.0 0.2 0.0
H 0.0 0.1 0.0
C 0.0 -0.1 0.0
S -0.1 0.1 -0.1
O 0.2 0.0 -0.1
C 0.1 -0.1 0.1
H 0.0 0.0 0.0
H 0.0 0.0 0.0
H 0.0 0.0 0.0
H 0.0 0.0 -0.1
H 0.0 0.0 0.0
H -0.1 0.0 0.0
C 0.0 0.1 0.1
S 0.0 0.1 -0.1
O -0.2 0.4 0.0
C -0.1 -0.1 0.0
H 0.0 0.0 0.0
H 0.0 0.0 0.0
H 0.0 0.0 0.0
H 0.1 0.0 0.0
H 0.0 0.0 0.0
H 0.1 0.0 0.0
C 0.0 0.0 -0.1
S 0.0 -0.1 0.0
O 0.0 0.0 0.0
C 0.1 0.0 0.0
H 0.0 0.0 0.0
H 0.0 0.0 0.0
H 0.0 0.0 0.0
H 0.0 0.0 0.0
H 0.0 0.0 0.0
H 0.0 0.0 0.0
C -0.1 0.0 0.1
S 0.0 -0.1 0.0
O 0.0 0.0 0.0
C -0.1 0.2 0.1
H 0.0 0.0 -0.1
H 0.0 0.0 0.0
H 0.0 0.0 0.0
H 0.1 0.0 0.0
H 0.0 0.0 -0.1
H 0.0 -0.1 0.0
C 0.0 0.0 -0.1
S 0.0 0.0 0.0
O 0.0 0.0 0.0
C 0.1 0.0 0.0
H 0.0 0.0 0.0
H 0.0 0.0 0.0
H 0.0 0.0 0.0
H 0.0 0.0 0.0
H 0.0 0.0 0.0
H 0.0 0.0 0.0